Entry 1:
{"formula": "C3H8N4O", "method": "ωB97M-V with the def2-TZVPD basis set", "symbols": ["C", "C", "N", "N", "N", "C", "O", "N", "H", "H", "H", "H", "H", "H", "H", "H"], "xyz": [[-0.006, -0.481, 0.464], [0.613, 0.664, -0.061], [0.898, -1.547, 0.825], [1.951, 0.693, -0.293], [-0.119, 1.796, -0.264], [-1.520, -0.854, -0.195], [-2.205, -0.242, -1.222], [-1.351, -0.342, 1.021], [-2.454, 0.642, -0.916], [0.565, -2.437, 0.472], [0.921, -1.628, 1.838], [2.337, 1.382, -0.916], [2.397, -0.211, -0.246], [-0.952, 1.814, 0.315], [0.372, 2.670, -0.356], [-1.446, -1.919, -0.466]], "homo_ev": -7.42, "total_charge": 0}


Entry 2:
{"formula": "C2HN4S", "method": "ωB97M-V with the def2-TZVPD basis set", "symbols": ["C", "C", "N", "N", "N", "N", "S", "H"], "xyz": [[0.022, -0.052, -0.002], [-1.389, -0.108, -0.076], [2.027, -0.772, -0.021], [0.831, -1.190, 0.016], [0.776, 1.034, -0.074], [1.997, 0.627, -0.098], [-2.230, 1.384, -0.075], [-2.034, -0.924, 0.330]], "homo_ev": [-2.65, -4.52], "multiplicity": 3, "s_squared": 2.02, "total_charge": -1}


Entry 3:
{"formula": "C7H15NO", "method": "ωB97M-V with the def2-TZVPD basis set", "symbols": ["C", "C", "C", "C", "O", "H", "H", "H", "H", "H", "H", "H", "H", "C", "N", "C", "C", "H", "H", "H", "H", "H", "H", "H"], "xyz": [[1.263, 0.572, -1.612], [2.171, 1.060, -0.551], [0.098, 1.414, -1.971], [1.173, -0.887, -1.857], [1.620, 1.893, 0.277], [2.743, 1.402, -1.618], [2.777, 0.226, -0.134], [-0.212, 1.219, -3.001], [0.314, 2.467, -1.791], [-0.754, 1.151, -1.334], [0.607, -1.324, -1.022], [0.639, -1.126, -2.777], [2.161, -1.352, -1.840], [-1.892, 0.233, 1.735], [-2.931, -0.772, 1.925], [-0.461, -0.228, 1.614], [-0.053, -1.492, 1.651], [-2.771, -1.292, 2.781], [-2.926, -1.441, 1.163], [-1.951, 0.944, 2.565], [-2.146, 0.819, 0.844], [0.267, 0.579, 1.536], [-0.735, -2.319, 1.817], [0.999, -1.744, 1.601]], "homo_ev": [-8.33, -8.33], "total_charge": 0}


Entry 4:
{"formula": "C6H9N", "method": "ωB97M-V with the def2-TZVPD basis set", "symbols": ["C", "C", "C", "C", "C", "C", "N", "H", "H", "H", "H", "H", "H", "H", "H", "H"], "xyz": [[1.892, 0.677, -0.563], [-0.413, 1.212, 0.879], [1.302, -0.949, 0.505], [-0.769, 0.455, -0.410], [0.609, 0.441, 0.168], [-1.557, -0.805, -0.534], [2.319, -0.535, -0.424], [2.091, 1.511, -1.182], [-0.538, 2.193, 0.588], [-0.817, 0.923, 1.801], [1.509, -1.186, 1.611], [0.559, -1.737, 0.105], [-0.878, 1.181, -1.168], [-2.658, -0.579, -0.481], [-1.482, -1.353, 0.422], [-1.168, -1.449, -1.316]], "homo_ev": -9.23, "total_charge": 0}


Entry 5:
{"formula": "C4H5FN2", "method": "ωB97M-V with the def2-TZVPD basis set", "symbols": ["C", "C", "C", "C", "N", "N", "F", "H", "H", "H", "H", "H"], "xyz": [[-0.679, -0.589, 0.082], [-1.071, 0.265, -0.891], [0.848, 1.575, -0.779], [0.707, -0.731, 0.633], [-0.272, 1.317, -1.363], [1.579, 0.792, -0.054], [2.375, 1.441, 0.940], [-1.404, -1.049, 0.551], [-2.145, 0.167, -1.089], [1.238, 2.510, -0.942], [0.903, -0.683, 1.726], [1.214, -1.470, 0.164]], "homo_ev": -8.74, "total_charge": 0}


Number 1: F_max 0.38 eV/Å. Number 2: F_max 2.61 eV/Å. Number 3: F_max 3.67 eV/Å. Number 4: F_max 3.77 eV/Å. Number 5: F_max 5.98 eV/Å.